# 1
Computed, not measured: a single C4H8N2O2 molecule at a distorted geometry, with ωB97M-V with the def2-TZVPD basis set.

Results
Max |F|, eV/Å: 4.03
SMILES: C[C@H](/N=C/N)C(=O)O
Kohn-Sham gap, eV: 10.260
Highest occupied orbital energy, eV: -9.47
Calculated total energy, eV: -11352.741
Energy above the lowest of the compared OMol25 structures with the same formula, charge and spin, kJ/mol: 132.3
LUMO energy, eV: 0.79

The geometry in XYZ format:
```
16
Properties=species:S:1:pos:R:3:forces:R:3:mulliken_charge:R:1
H -0.17036 -0.61255 1.18131 0.14 0.45 1.08 0.15
C -1.42748 1.07019 0.11614 -0.22 -0.85 -0.89 0.05
N -0.76085 0.26945 -0.60562 0.79 -0.60 0.98 -0.61
C 1.52215 0.23431 0.19623 0.36 1.02 0.95 0.40
H -1.39519 1.13414 1.21405 0.22 0.09 -0.28 0.31
H -2.41119 2.80880 -0.09527 -0.40 -2.22 -0.50 0.29
O 1.53666 1.44326 0.11582 0.87 -1.11 -0.04 -0.55
H 1.01092 -2.47626 0.46876 0.18 0.08 -0.07 0.36
N -2.42053 1.79844 -0.47737 -0.39 4.01 0.07 -0.51
H 3.37997 0.02763 0.55946 0.91 0.92 0.06 0.34
C 0.20222 -0.50679 0.18103 -0.10 -0.75 -1.10 0.73
C 0.36960 -1.94808 -0.23275 0.43 -1.30 -2.55 -1.50
H -2.29475 1.92905 -1.49443 0.04 -0.68 0.73 0.30
O 2.63634 -0.54563 0.46253 -2.21 -0.06 -0.54 -0.43
H 0.78260 -2.10820 -1.30650 -0.34 0.60 1.78 0.26
H -0.56009 -2.51774 -0.28338 -0.27 0.41 0.32 0.40
```
Positions in Å, forces in eV/Å.

# 2
Computed, not measured: a single C4H8N2O2 molecule at a distorted geometry, with ωB97M-V with the def2-TZVPD basis set.

Results
Max |F|, eV/Å: 4.25
Kohn-Sham gap, eV: 8.352
Highest occupied orbital energy, eV: -8.09
Calculated total energy, eV: -11349.502
Energy above the lowest of the compared OMol25 structures with the same formula, charge and spin, kJ/mol: 444.9
LUMO energy, eV: 0.26

The geometry in XYZ format:
```
16
Properties=species:S:1:pos:R:3:forces:R:3:mulliken_charge:R:1
O -0.38855 -0.42564 2.50269 0.37 -0.93 -1.33 -0.54
H -0.84492 -0.30514 -1.83032 -0.07 -0.07 -0.15 0.22
N -0.41771 0.93369 0.51165 -0.46 -1.83 1.88 -0.61
N -1.92193 -0.83963 0.86524 0.73 -0.03 0.72 -0.49
C -0.74651 -0.16015 1.19144 -3.67 1.96 0.89 0.52
O 1.85056 0.13154 1.16815 0.02 0.04 0.15 -0.53
C 0.10139 0.06983 -2.20707 -0.01 0.37 0.26 -0.99
C 1.05179 0.28607 -1.08676 0.79 -0.85 0.45 -0.15
H -2.58308 -0.28045 0.34790 0.33 0.09 -0.29 0.29
H 0.57172 -0.30660 2.57861 0.11 0.33 0.03 0.41
H 2.38746 0.92973 1.08729 -0.06 0.08 0.16 0.34
H -0.07148 1.00826 -2.74005 -0.12 0.03 -0.03 0.26
H 0.54484 -0.62207 -2.92890 -0.12 -0.04 0.06 0.35
C 0.79534 0.20396 0.25030 1.60 1.83 -2.73 0.41
H 2.03333 0.66464 -1.36451 0.40 -0.70 -0.09 0.25
H -2.36224 -1.28804 1.65435 0.15 -0.27 0.02 0.27
```
Positions in Å, forces in eV/Å.

# 3
Computed, not measured: a single C4H8N2O2 molecule at a distorted geometry, with ωB97M-V with the def2-TZVPD basis set.

Results
Max |F|, eV/Å: 1.96
SMILES: CNC(=O)/C(N)=C/O
Kohn-Sham gap, eV: 8.520
Highest occupied orbital energy, eV: -7.86
Calculated total energy, eV: -11352.419
Energy above the lowest of the compared OMol25 structures with the same formula, charge and spin, kJ/mol: 163.4
LUMO energy, eV: 0.66

The geometry in XYZ format:
```
16
Properties=species:S:1:pos:R:3:forces:R:3:mulliken_charge:R:1
H -2.87111 -0.63240 0.69480 -0.01 -0.06 0.12 0.29
H 2.36841 2.76229 -1.42565 0.02 -0.06 0.06 0.33
H 0.25538 2.16334 -1.21918 -0.12 -0.01 0.19 0.33
C -0.69887 -0.05069 -0.40634 0.86 -0.77 -0.49 0.74
C 1.03000 1.44800 -0.98988 0.37 -0.28 -0.71 -0.38
O 2.33425 1.90388 -0.99357 -0.15 -0.18 -0.13 -0.51
N -0.82745 -0.62698 0.81677 0.25 -0.26 0.39 -0.24
H 2.65243 -0.45512 -0.47372 -0.02 -0.21 0.14 0.22
H -2.24632 -0.58409 2.36074 -0.03 0.01 -0.03 0.30
H -0.00710 -0.76324 1.38683 -0.05 0.11 -0.19 0.26
C -2.10397 -1.01275 1.36813 -0.19 -0.01 -0.08 -0.84
C 0.75655 0.14498 -0.82170 -0.84 1.33 1.17 0.11
H 1.47316 -1.62673 -0.04193 0.08 0.09 -0.09 0.23
N 1.72024 -0.82128 -0.59181 0.13 -0.09 -0.17 -0.49
O -1.64582 0.25197 -1.09625 -0.25 0.33 -0.18 -0.63
H -2.18976 -2.10118 1.43275 -0.05 0.07 0.01 0.27
```
Positions in Å, forces in eV/Å.

# 4
Computed, not measured: a single C4H8N2O2 molecule at a distorted geometry, with ωB97M-V with the def2-TZVPD basis set.

Results
Max |F|, eV/Å: 3.11
SMILES: [H]/N=C(\C)[N@@H+](O)C(=C)[O-]
Kohn-Sham gap (alpha / beta), eV: 8.845 / 8.845
Highest occupied orbital energy (alpha / beta), eV: -8.18 / -8.17
Calculated total energy, eV: -11348.053
Energy above the lowest of the compared OMol25 structures with the same formula, charge and spin, kJ/mol: 584.6
LUMO energy (alpha / beta), eV: 0.67 / 0.67

The geometry in XYZ format:
```
16
Properties=species:S:1:pos:R:3:forces:R:3:mulliken_charge:R:1
C -0.59677 0.99756 1.12533 1.24 0.05 -0.64 0.73
C 0.28830 -0.20652 -0.85711 -1.64 -2.43 0.02 0.67
H 0.94405 -2.12982 -0.18988 -0.05 0.07 -0.08 0.28
O -1.85626 -1.16924 0.72013 0.28 -1.18 -1.02 -0.40
H 2.23917 -0.92357 -0.44384 -0.03 -0.11 -0.05 0.41
H 0.85018 2.48241 0.69947 0.04 0.02 0.18 0.35
H -1.88436 0.16144 -0.71596 0.01 -0.16 0.14 0.31
C 1.22553 -1.08196 -0.07645 0.26 0.62 0.19 -1.12
N -1.20587 -0.21101 -0.05015 1.17 2.45 1.52 -0.19
C 0.13338 1.79969 0.26512 -0.67 0.42 0.33 -1.01
O -0.57868 0.65672 2.27743 -0.71 -0.59 -1.00 -0.55
N 0.16531 -0.06161 -2.10355 -0.61 -0.03 0.78 -0.69
H 0.90657 -0.48464 -2.65195 0.34 0.44 0.17 0.28
H 1.22241 -0.82281 0.98107 -0.04 -0.05 0.03 0.29
H -0.39184 2.19023 -0.59451 0.13 -0.26 -0.28 0.31
H -1.46113 -1.19686 1.61484 0.27 0.75 -0.30 0.35
```
Positions in Å, forces in eV/Å.

# 5
Computed, not measured: a molecular structure, C4H8N2O2 at a distorted geometry, with ωB97M-V with the def2-TZVPD basis set.

Results
Max |F|, eV/Å: 6.44
Kohn-Sham gap, eV: 7.286
Highest occupied orbital energy, eV: -8.36
Calculated total energy, eV: -11338.194
Energy above the lowest of the compared OMol25 structures with the same formula, charge and spin, kJ/mol: 1536.0
LUMO energy, eV: -1.08

The geometry in XYZ format:
```
16
Properties=species:S:1:pos:R:3:forces:R:3:mulliken_charge:R:1
O 0.05312 -1.69326 1.21588 -0.79 -3.32 -2.01 -0.30
H -1.04841 4.17039 -0.60889 3.47 -1.47 -1.90 0.17
C 0.38119 3.30931 -1.34174 -1.42 -2.03 -1.13 -0.63
C -0.36016 -3.09814 0.94584 1.61 -2.55 0.17 -0.63
O 0.05704 -0.99155 -1.15688 0.46 -1.04 5.53 -0.60
H -0.75660 0.89224 -1.41390 1.05 2.13 -0.35 0.32
H -1.71046 -3.31516 1.18497 4.72 0.76 -0.81 0.25
H 2.05619 3.65602 -0.54137 -3.88 -0.72 -1.79 0.21
C -0.15924 1.75819 -0.94427 2.08 1.43 3.32 -0.07
H 0.46349 3.21228 -3.03028 -0.20 0.77 4.58 0.21
H 0.55668 -3.89649 1.78046 -3.43 2.56 -2.44 0.23
N -0.11311 0.38487 0.80778 -0.56 -5.89 -1.10 0.19
N 0.17835 1.52955 0.32630 -0.27 4.58 -4.52 -0.64
C 0.04470 -0.89066 0.11830 -1.44 3.68 -1.60 0.68
H -0.40776 0.28209 1.74963 0.45 0.25 0.82 0.30
H 0.06999 -3.39599 -0.20000 -1.85 0.86 3.23 0.30
```
Positions in Å, forces in eV/Å.

# 6
Computed, not measured: 2 unconnected molecules or ions with the total composition C4H8N2O2 at a distorted geometry, with ωB97M-V with the def2-TZVPD basis set.

Results
Max |F|, eV/Å: 7.34
Kohn-Sham gap, eV: 8.996
Highest occupied orbital energy, eV: -9.09
Calculated total energy, eV: -11347.939
Energy above the lowest of the compared OMol25 structures with the same formula, charge and spin, kJ/mol: 595.6
LUMO energy, eV: -0.09

The geometry in XYZ format:
```
16
Properties=species:S:1:pos:R:3:forces:R:3:mulliken_charge:R:1
H -1.37695 2.42920 0.92582 2.52 -1.26 -1.45 0.26
O 1.29642 2.30356 1.71945 -4.05 -2.53 -5.17 -0.64
N 1.12673 -1.69491 -0.83020 1.07 -4.22 5.68 -0.70
H -1.48308 -0.48621 -1.84195 -0.53 0.12 3.35 0.36
C 0.62932 1.71896 0.70455 3.60 1.55 2.74 0.49
H -1.29091 -0.31740 1.04890 0.87 -0.66 -0.92 0.33
O -1.76962 -0.36518 -0.83742 -2.28 2.43 -6.54 -0.57
H 2.35635 0.51725 -0.35319 0.83 0.47 -0.08 0.43
C -0.90678 -0.78038 0.08079 -0.88 -2.80 3.63 -0.80
H 0.48980 -2.53002 -0.28026 2.20 2.54 -2.46 0.31
C 0.52137 -0.49834 -0.18670 4.43 0.05 -1.64 0.65
C 1.32880 0.65817 -0.14658 -4.87 -2.33 2.00 -0.56
H 2.26244 -2.15611 -0.10403 -3.88 2.24 -2.73 0.30
H -1.26087 -1.90031 0.11979 2.00 1.28 0.79 0.26
N -0.66768 1.87037 0.28915 -2.64 2.23 2.49 -0.46
H -1.25534 1.23135 -0.30811 1.61 0.88 0.33 0.36
```
Positions in Å, forces in eV/Å.